(1)
16
Properties=species:S:1:pos:R:3:forces:R:3:nbo_charge:R:1 method="wB97M-V/def2-TZVPD" e_homo_ev=-2.9 e_tot_ha=-321.704411 max_force_ev_per_a=0.57 molar_mass_g_mol=92.12 relative_energy_kj_mol=9.0 e_lumo_ev=4.47 gap_ev=7.34 total_charge=-1
N 0.2679 2.2308 0.9704 0.4 -0.2 -0.3 -0.918
C -0.3834 1.1860 1.8264 -0.3 -0.2 0.4 0.156
O -0.3822 -0.0253 1.2560 0.3 0.1 -0.2 -0.981
H 0.2065 1.8697 0.0225 0.0 0.0 0.0 0.357
H -0.2164 3.1180 0.9739 -0.3 0.1 0.1 0.321
H 0.1687 1.2246 2.8009 0.0 0.0 -0.1 0.060
H -1.4223 1.5261 2.0785 0.0 0.2 0.0 0.043
N -0.3916 -2.2518 -0.6427 -0.2 0.0 -0.3 -0.881
C -0.1922 -1.1631 -1.5993 -0.1 0.0 0.4 -0.052
N 0.9283 -0.2711 -1.3406 0.0 0.1 0.0 -0.894
H 0.4761 -2.7503 -0.4990 0.2 0.0 0.0 0.322
H -0.5847 -1.7651 0.2286 0.0 0.0 0.4 0.414
H -0.1224 -1.5700 -2.6105 0.1 0.1 -0.1 0.140
H -1.0940 -0.5568 -1.5160 -0.1 0.0 -0.2 0.178
H 0.9429 -0.1096 -0.3222 -0.2 0.1 -0.2 0.412
H 1.7989 -0.6920 -1.6268 0.2 -0.2 0.0 0.322

(2)
39
Properties=species:S:1:pos:R:3:forces:R:3:nbo_charge:R:1 method="wB97M-V/def2-TZVPD" e_homo_ev=-9.4 e_tot_ha=-993.504518 max_force_ev_per_a=10.14 molar_mass_g_mol=234.20 relative_energy_kj_mol=705.5 e_lumo_ev=-0.69 gap_ev=8.74
O 24.6470 24.1160 9.0071 -0.1 -0.2 0.0 -0.978
H 23.7486 24.1167 8.6293 0.4 0.0 0.4 0.489
H 24.7201 23.3292 9.5571 0.1 0.1 -0.1 0.478
O 23.1198 27.9066 4.1804 -8.7 -4.1 3.2 -0.942
H 23.9695 27.8081 4.6301 -2.1 -2.0 0.5 0.463
H 22.5323 27.3001 4.6396 -1.2 0.1 0.0 0.450
O 20.8916 27.3384 9.7220 -0.1 -0.4 -0.3 -0.968
H 20.9100 27.5974 8.7846 0.1 0.3 0.1 0.500
H 20.2635 26.6108 9.7733 -0.1 0.2 0.2 0.460
O 23.5278 29.5886 6.0951 1.4 1.2 -0.7 -0.958
H 24.1996 29.8134 6.7600 0.1 0.1 -0.2 0.494
H 23.4164 28.6345 6.1826 0.8 0.8 -0.9 0.452
O 23.3216 29.2040 10.0218 0.2 0.0 -0.2 -0.963
H 22.5876 28.8575 10.5421 0.0 -0.1 -0.1 0.492
H 23.0016 29.1654 9.1081 -0.6 0.2 0.4 0.468
O 25.4151 28.9282 8.0790 0.9 1.6 0.7 -0.994
H 24.5345 28.6084 8.3433 1.2 0.0 0.3 0.506
H 25.8530 29.1467 8.9094 0.1 0.2 -0.1 0.497
O 21.8555 28.6307 7.3777 -1.0 -1.3 1.1 -1.005
H 22.7279 28.2025 7.2290 -1.5 0.1 0.8 0.460
H 21.8745 29.4202 6.8246 0.1 0.0 0.1 0.516
O 24.7632 25.4198 4.8422 -0.5 -0.3 0.1 -0.947
H 24.0933 24.7460 4.9908 0.1 -0.2 -0.2 0.457
H 24.9007 25.4173 3.8876 0.0 0.2 0.0 0.494
O 26.2830 27.2148 5.9684 0.1 0.5 0.2 -0.989
H 27.2369 27.3569 5.9896 0.0 0.2 -0.1 0.504
H 25.9217 27.7669 6.6934 1.2 0.8 0.0 0.506
O 24.8688 28.3247 3.6806 8.6 2.4 -2.5 -0.913
H 24.0268 28.7748 3.8106 1.4 2.4 -1.6 0.492
H 25.1488 28.0658 4.5730 2.1 0.7 -0.5 0.443
O 24.1649 27.2589 7.4327 -2.3 -2.9 -0.5 -1.009
H 23.5776 26.5516 7.7653 0.2 0.0 0.0 0.519
H 24.8274 26.8037 6.8850 -0.4 -0.5 0.1 0.519
O 22.4208 24.9301 7.8971 -0.5 0.1 -0.5 -0.952
H 22.3095 24.7225 6.9604 0.0 0.0 0.1 0.487
H 21.5242 24.9453 8.2547 0.1 0.1 0.1 0.500
O 26.9807 24.8772 7.4884 -0.1 0.4 -0.4 -0.976
H 26.1218 24.5833 7.8098 -0.1 -0.3 0.5 0.483
H 26.7316 25.6111 6.9008 0.3 -0.4 0.1 0.467